(1)
{
  "formula": "C25H27InN2O2P",
  "method": "wB97M-V/def2-TZVPD",
  "species": ["In", "C", "C", "N", "O", "C", "C", "N", "O", "H", "H", "H", "H", "H", "H", "H", "C", "C", "C", "C", "C", "C", "C", "P", "C", "C", "C", "C", "C", "C", "C", "C", "C", "C", "C", "C", "C", "C", "H", "H", "H", "H", "H", "H", "H", "H", "H", "H", "H", "H", "H", "H", "H", "H", "H", "H", "H", "H"],
  "positions_angstrom": [[-0.457210, -0.385530, -0.192526], [-1.281035, -0.840705, 4.326465], [-0.742089, -0.793297, 2.931177], [-0.882643, 0.179399, 2.110293], [-1.635675, 1.292655, 2.403339], [0.018935, -1.948961, 2.418634], [0.576592, -3.040530, 3.271783], [0.219710, -1.995658, 1.134358], [0.909577, -2.894444, 0.565148], [-1.935649, -0.009462, 4.575081], [-0.458195, -0.840976, 5.042263], [-1.845335, -1.762373, 4.465911], [-1.967975, 1.235025, 3.310200], [0.181563, -3.023295, 4.284365], [1.665187, -2.958207, 3.319868], [0.357059, -4.002306, 2.807856], [0.774590, -3.430862, -2.885068], [1.872789, -2.782111, -3.689930], [2.569342, -3.509389, -4.651302], [3.584951, -2.930712, -5.396478], [3.938706, -1.603150, -5.190247], [3.267102, -0.862478, -4.233245], [2.235892, -1.445362, -3.496035], [1.401618, -0.417426, -2.259511], [2.744969, 0.514734, -1.450834], [2.805889, 1.901896, -1.590231], [3.799554, 2.636582, -0.964520], [4.749621, 1.979190, -0.198484], [4.705809, 0.598105, -0.075526], [3.713116, -0.163953, -0.688340], [3.724395, -1.661268, -0.530827], [0.397354, 0.753619, -3.203386], [0.283821, 0.640008, -4.594619], [-0.666311, 1.357285, -5.295083], [-1.572596, 2.160082, -4.609857], [-1.510322, 2.239606, -3.235074], [-0.516786, 1.570919, -2.512175], [-0.489642, 1.708800, -1.055427], [0.655185, -4.475855, -3.166064], [-0.182401, -2.929155, -3.052058], [0.988078, -3.390807, -1.813398], [2.310723, -4.549145, -4.814118], [4.106902, -3.518969, -6.140836], [4.733480, -1.148649, -5.767326], [3.544579, 0.169723, -4.051944], [2.086178, 2.412951, -2.219899], [3.836291, 3.711385, -1.085568], [5.532428, 2.540943, 0.296557], [5.463527, 0.088070, 0.508095], [4.510308, -1.964732, 0.159279], [3.914958, -2.154918, -1.487810], [2.776987, -2.038922, -0.143918], [0.950252, -0.015498, -5.138695], [-0.709258, 1.280341, -6.373350], [-2.329386, 2.710928, -5.152868], [-2.227887, 2.844648, -2.692055], [-1.283532, 2.289301, -0.600054], [0.478743, 1.867959, -0.579260]],
  "forces_ev_per_angstrom": [[0.7, 0.5, 0.3], [0.0, 0.0, -0.1], [0.0, -0.1, 0.0], [-0.1, 0.2, -0.3], [0.0, 0.0, -0.1], [0.0, 0.0, 0.1], [0.0, 0.1, 0.0], [-0.4, 0.0, -0.6], [0.0, -0.1, 0.2], [0.0, 0.0, 0.0], [0.0, 0.0, 0.0], [0.0, 0.0, 0.0], [0.0, 0.0, 0.0], [0.0, 0.0, 0.0], [0.0, 0.0, 0.0], [0.0, 0.0, 0.0], [0.1, 0.0, 0.0], [-0.1, 0.0, 0.0], [0.0, 0.0, 0.0], [0.0, 0.0, 0.0], [0.0, 0.0, 0.0], [0.0, -0.1, 0.0], [-0.1, -0.2, 0.2], [0.0, 0.2, 0.0], [0.0, 0.1, 0.0], [0.1, 0.0, -0.1], [0.0, 0.0, 0.0], [0.0, 0.0, 0.0], [0.0, 0.0, 0.0], [0.0, 0.0, 0.1], [0.0, 0.1, -0.1], [-0.2, -0.2, -0.1], [0.1, 0.0, 0.0], [0.0, 0.0, 0.0], [0.0, -0.1, -0.1], [0.0, 0.2, 0.1], [0.0, 0.3, -0.2], [-0.4, -1.3, 0.6], [0.0, 0.0, 0.0], [0.0, 0.0, 0.0], [0.0, 0.0, 0.0], [0.0, 0.0, 0.0], [0.0, 0.0, 0.0], [0.0, 0.0, 0.0], [0.0, 0.0, 0.0], [0.0, 0.0, 0.0], [0.0, 0.0, 0.0], [0.0, 0.0, 0.0], [0.0, 0.0, 0.0], [0.0, 0.0, 0.0], [0.0, 0.0, 0.0], [0.0, -0.1, -0.1], [0.0, 0.0, 0.0], [0.0, 0.0, 0.0], [0.0, 0.0, 0.0], [0.0, 0.0, 0.0], [0.1, 0.1, 0.0], [0.0, 0.4, -0.2]],
  "lowdin_charge": [1.161, 0.014, -0.257, -0.077, -0.008, -0.271, -0.005, -0.232, -0.151, 0.076, 0.110, 0.109, 0.086, 0.075, 0.101, 0.094, -0.049, -0.264, -0.029, -0.054, -0.062, -0.086, -0.339, 1.081, -0.325, -0.098, -0.066, -0.058, -0.032, -0.255, -0.032, -0.330, -0.061, -0.059, -0.055, -0.035, -0.364, -0.157, 0.085, 0.081, 0.054, 0.117, 0.113, 0.111, 0.119, 0.109, 0.111, 0.112, 0.116, 0.087, 0.088, 0.047, 0.103, 0.113, 0.114, 0.120, 0.063, 0.039],
  "gap_ev": 6.79,
  "relative_energy_kj_mol": 237.6,
  "total_charge": 1,
  "lumo_ev": -4.396,
  "e_homo_ev": -11.183,
  "multiplicity": 1
}

---

(2)
{
  "formula": "C2H5N3O2",
  "method": "wB97M-V/def2-TZVPD",
  "species": ["N", "C", "C", "O", "O", "N", "N", "H", "H", "H", "H", "H"],
  "positions_angstrom": [[-0.767682, -0.849704, 0.173139], [0.189346, 0.226923, 0.255403], [-0.218683, 1.424726, -0.576113], [0.123573, -2.305644, 0.207459], [-1.163021, -1.119601, -1.092913], [1.174652, 0.132643, 1.037028], [0.026820, 2.628359, -0.279055], [-0.521552, -2.201655, -0.789945], [-0.315670, -2.845581, 0.885185], [1.722513, 0.994475, 1.049407], [0.501783, 2.719941, 0.624987], [-0.752079, 1.195120, -1.494582]],
  "forces_ev_per_angstrom": [[0.1, -0.7, -0.3], [0.3, 0.0, 0.1], [0.1, 0.1, 0.0], [-0.3, 0.7, 0.0], [0.3, 0.1, 0.4], [-0.3, 0.1, -0.2], [0.0, -0.2, 0.0], [0.0, 0.1, 0.0], [0.0, 0.1, -0.1], [-0.1, 0.0, -0.1], [0.0, -0.1, -0.1], [0.0, 0.0, 0.0]],
  "lowdin_charge": [-0.044, -0.366, -0.167, 0.003, -0.180, 0.181, 0.119, 0.128, 0.111, 0.061, 0.051, 0.102],
  "gap_ev": [8.74, 8.74],
  "relative_energy_kj_mol": 714.0,
  "total_charge": 0,
  "lumo_ev": [-0.730, -0.730],
  "e_homo_ev": [-9.474, -9.474],
  "multiplicity": 1
}

---

(3)
{
  "formula": "C17H16Cl2N4O3",
  "method": "wB97M-V/def2-TZVPD",
  "species": ["C", "C", "C", "H", "H", "O", "C", "N", "C", "C", "C", "O", "N", "C", "O", "N", "C", "H", "H", "H", "C", "H", "H", "H", "N", "C", "C", "C", "C", "C", "C", "C", "Cl", "H", "Cl", "H", "H", "H", "H", "H", "H", "H"],
  "positions_angstrom": [[-3.067129, -0.966473, -4.001311], [-1.805890, -1.295308, -3.802848], [-1.305480, -1.978105, -2.565909], [-0.857509, -2.946034, -2.809418], [-2.117403, -2.106858, -1.844688], [-0.239546, -1.243997, -1.955497], [-0.610893, -0.134877, -1.329815], [-1.844367, 0.304653, -1.173431], [-1.704398, 1.449272, -0.460248], [-0.374770, 1.704669, -0.188361], [0.052053, 2.837400, 0.563527], [1.193027, 3.146114, 0.857328], [-1.038264, 3.619606, 0.960560], [-2.382212, 3.400177, 0.696903], [-3.245699, 4.156463, 1.089172], [-2.696086, 2.276207, -0.041613], [-4.074432, 1.974151, -0.357360], [-4.176138, 1.837941, -1.433335], [-4.377493, 1.055915, 0.146336], [-4.684866, 2.807412, -0.015437], [-0.699951, 4.797933, 1.742978], [-0.017046, 5.426843, 1.172282], [-1.617606, 5.334666, 1.966722], [-0.202761, 4.492445, 2.663614], [0.326495, 0.660502, -0.768669], [1.749834, 0.430098, -0.688205], [2.044723, -0.938917, -0.137480], [2.718504, -1.882982, -0.900961], [2.979590, -3.152275, -0.419899], [2.551072, -3.492391, 0.853584], [1.874572, -2.575830, 1.641653], [1.627787, -1.307573, 1.140771], [0.789895, -0.177203, 2.142850], [1.543962, -2.841249, 2.632731], [2.858686, -5.071768, 1.470574], [3.505479, -3.873022, -1.025023], [3.043988, -1.617263, -1.894943], [2.191050, 0.529357, -1.684963], [2.151903, 1.213151, -0.036717], [-1.042811, -1.066284, -4.534579], [-3.391150, -0.477008, -4.903482], [-3.825784, -1.178718, -3.267347]],
  "forces_ev_per_angstrom": [[0.0, -0.1, -0.1], [0.3, -0.1, 0.2], [-0.4, -0.3, -0.2], [-0.1, 0.1, 0.1], [0.1, -0.1, -0.1], [0.2, 0.2, 0.1], [0.0, 0.4, 0.3], [-0.4, -0.2, 0.0], [1.5, -0.1, 0.1], [-0.8, 0.2, -0.1], [-0.1, -0.4, -0.3], [0.2, 0.1, 0.1], [0.1, 0.2, 0.1], [-0.2, -0.1, -0.1], [-0.2, 0.2, 0.1], [-0.1, 0.1, 0.0], [-0.3, 0.0, 0.0], [-0.1, 0.0, 0.0], [-0.1, 0.0, 0.0], [0.1, -0.1, -0.1], [0.0, 0.3, 0.2], [0.0, 0.0, 0.1], [0.1, -0.1, 0.0], [0.0, 0.1, 0.0], [-0.3, -0.1, -0.2], [0.4, -0.1, 0.0], [0.0, 0.0, 0.1], [0.0, 0.1, 0.2], [0.0, -0.1, 0.1], [-0.1, 0.3, -0.2], [0.0, 0.0, 0.0], [0.2, -0.2, -0.2], [0.0, 0.0, 0.2], [0.0, 0.0, 0.1], [0.0, -0.2, 0.1], [0.0, -0.1, 0.0], [0.0, 0.0, -0.1], [0.0, 0.0, 0.1], [-0.1, -0.1, -0.2], [0.0, 0.0, -0.2], [0.0, 0.1, -0.2], [-0.1, 0.0, 0.2]],
  "lowdin_charge": [0.018, -0.160, -0.170, 0.131, 0.124, 0.024, -0.352, 0.237, -0.209, -0.104, -0.399, 0.060, 0.034, -0.431, 0.068, 0.014, -0.003, 0.092, 0.097, 0.089, -0.005, 0.099, 0.086, 0.100, 0.048, -0.071, -0.225, -0.030, -0.096, -0.674, -0.123, -0.575, 0.798, 0.105, 0.688, 0.106, 0.120, 0.139, 0.126, 0.105, 0.056, 0.063],
  "smiles": "C=CCOc1nc2c(c(=O)n(C)c(=O)n2C)n1Cc1ccc(Cl)cc1Cl",
  "gap_ev": 8.67,
  "total_charge": 0,
  "lumo_ev": 0.613,
  "e_homo_ev": -8.061,
  "multiplicity": 1
}